{
  "formula": "C3H4ClF3O",
  "method": "wB97M-V/def2-TZVPD",
  "largest_force_ev_per_a": 4.76,
  "charge": 0,
  "homo_lumo_gap_ev": [8.370, 8.368],
  "e_above_lowest_kj_mol": 85.3,
  "e_tot_ha": -951.6384,
  "symbols": ["C", "C", "C", "O", "F", "F", "F", "Cl", "H", "H", "H", "H"],
  "coordinates": [[-1.655, -0.150, -0.104], [-0.342, 0.022, 0.659], [1.517, -0.138, -0.958], [-0.217, 1.273, 1.025], [1.545, 0.430, -2.145], [1.693, -1.466, -1.004], [2.512, 0.310, -0.123], [0.393, -1.187, 1.590], [-2.052, 0.849, -0.227], [-1.410, -0.637, -1.033], [-2.407, -0.631, 0.594], [0.423, 1.325, 1.725]]
}